The following is a DFT calculation (ωB97M-V/def2-TZVPD) of a 2-piece molecular cluster, C10H17N3OS overall at a distorted geometry.

Properties
- highest occupied orbital energy (alpha / beta) (eV) = -7.362 / -7.364
- total charge = 0
- relative energy (zero: lowest compared OMol25 entry of this formula, charge and spin) (kcal per mole) = 120.9
- SMILES string = CC(C)(C)[C@H]1C=C/C(=[NH+]/[S-])CC1.N#[N+][O-]
- HOMO-LUMO gap (alpha / beta) (eV) = 7.108 / 7.111
- E_LUMO (alpha / beta) (eV) = -0.3 / -0.3

```
32
Properties=species:S:1:pos:R:3:forces:R:3
C 1.21138 1.25732 1.31289 0.69 0.40 1.66
C -0.05138 0.86651 1.21041 0.03 -0.60 -1.47
C 2.14624 1.29899 0.26316 0.66 1.36 -0.54
C 1.74357 0.90400 -1.09301 -2.63 -0.75 2.52
C 0.51425 0.01240 -1.03817 -1.26 -2.03 -2.38
C -0.63868 0.50182 -0.16889 0.78 0.98 0.15
C -2.67754 -0.70722 -1.48478 1.29 1.28 1.32
C -2.87723 0.41195 0.60462 -0.56 -1.66 4.44
C -1.60069 -1.76311 0.62564 -1.86 -0.64 -0.58
C -1.85778 -0.40494 -0.13111 -1.44 -1.77 0.33
N 3.75905 -2.86810 1.41860 0.37 -0.82 1.79
N 3.33918 1.81248 0.46403 -0.91 0.71 0.40
N 3.59395 -2.37287 0.44765 0.10 -0.56 0.95
O 3.40288 -1.87424 -0.57035 -0.46 1.40 -2.71
S 4.40888 2.40924 -0.64882 1.00 -0.05 -1.32
H 1.66199 1.69860 2.20469 -0.67 -0.44 0.43
H -0.66018 0.87841 2.06918 -0.66 0.09 0.84
H 1.42526 1.62081 -1.76368 0.43 2.36 -1.22
H 2.56017 0.38914 -1.35723 2.93 -1.90 -2.30
H 0.09204 -0.12099 -2.12546 0.83 0.42 1.78
H 0.78027 -1.05635 -0.79698 -0.22 1.07 0.27
H -1.05276 1.51348 -0.47756 0.65 -0.89 -0.38
H -2.13747 -1.41897 -2.09783 -0.14 0.22 -0.59
H -2.90553 0.30266 -1.87865 0.62 -0.68 -0.76
H -3.68013 -1.06383 -1.24210 0.29 -0.46 0.31
H -2.43373 1.09398 1.37144 -0.41 -0.78 -0.28
H -3.29062 1.06316 -0.06042 -1.77 1.71 -1.75
H -3.67595 -0.25035 1.16727 1.35 1.39 -1.33
H -2.48512 -2.52395 0.31759 2.10 1.67 0.93
H -1.60701 -1.61279 1.72573 -0.14 -0.12 -0.61
H -0.64318 -2.22584 0.38377 -0.11 -0.04 -0.22
H 3.63587 2.22856 1.34842 -0.88 -0.87 0.32
```
Positions in Å, forces in eV/Å.

These are the Löwdin partial charges, in e, on atoms 1 to 6:
1. C -0.038
2. C -0.005
3. C -0.333
4. C -0.150
5. C -0.139
6. C -0.276

***

The following is a DFT calculation (ωB97M-V/def2-TZVPD) of C28H31BF3N5O9ReS as an isolated structure at a distorted geometry.

Properties
- highest occupied orbital energy (alpha / beta) (eV) = -13.424 / -13.459
- total charge = +2
- HOMO-LUMO gap (alpha / beta) (eV) = 5.813 / 6.216
- multiplicity = 2
- E_LUMO (alpha / beta) (eV) = -7.6 / -7.2

```
79
Properties=species:S:1:pos:R:3:forces:R:3
Re 0.41530 -0.14660 0.09990 -2.53 2.12 0.45
C 0.77030 0.24160 4.70710 -0.09 -0.05 -0.05
C 1.05360 0.65620 3.29440 0.30 0.21 1.14
O 0.26300 0.41740 2.38880 -0.01 -0.11 -1.19
N 2.20020 1.33130 3.10410 0.10 0.06 -0.12
C 2.64870 1.73340 1.78620 -0.23 -0.24 -0.03
C 3.28660 0.57020 1.06670 0.56 0.46 0.41
C 4.59930 0.23690 1.37750 -0.27 -0.05 -0.21
C 5.20410 -0.84160 0.76010 -0.28 0.02 -0.07
C 4.47400 -1.52970 -0.19670 -0.15 0.14 0.04
C 3.17290 -1.14670 -0.45440 0.39 -0.37 -0.63
N 2.56310 -0.13220 0.18090 -0.27 0.30 -0.15
H -0.29150 0.04700 4.82780 -0.01 0.02 -0.05
H 1.08570 0.99620 5.42240 0.06 0.04 0.03
H 1.30980 -0.68510 4.90270 0.05 -0.02 0.03
H 2.88470 1.34080 3.84520 -0.21 0.06 0.10
H 3.37150 2.54140 1.90810 -0.07 -0.06 -0.11
H 1.79000 2.10520 1.21950 0.21 0.07 0.15
H 5.14120 0.81040 2.11390 -0.03 0.15 0.03
H 6.21250 -1.12910 1.01310 0.10 -0.02 -0.02
H 4.90470 -2.35230 -0.74220 -0.03 -0.13 -0.06
H 2.59070 -1.67020 -1.19880 -0.04 0.03 0.03
N -0.86170 3.84930 -1.53200 0.25 -0.17 -0.36
C -1.37170 3.93730 -0.14300 -0.29 -0.49 1.01
C -1.06510 2.56660 0.54980 -0.44 0.85 0.13
O -1.69100 2.19190 1.49380 -0.18 0.06 0.03
O -0.07010 1.98960 -0.06730 1.10 -2.13 -0.38
H -0.19640 4.59230 -1.75830 -0.13 -0.16 -0.06
H -1.60990 3.85100 -2.22890 0.17 -0.01 0.08
H -0.37010 2.90670 -1.52710 -0.12 0.54 -0.29
H -2.44160 4.13120 -0.10610 0.08 -0.04 -0.16
H -0.87000 4.72520 0.41870 0.07 -0.02 -0.18
O 1.29610 -0.49290 -2.90000 0.78 -0.35 -0.38
B 0.45020 0.09820 -2.00350 0.23 -0.49 0.53
O -0.49260 0.87300 -2.67540 -0.52 0.45 0.18
C -0.26190 0.67650 -4.01740 0.64 -0.47 -0.59
C -0.94800 1.15700 -5.11530 0.08 -0.05 0.39
C -0.47240 0.77140 -6.36090 0.09 0.01 -0.09
C 0.63920 -0.05300 -6.49700 -0.08 0.07 -0.07
C 1.32960 -0.53210 -5.39350 0.01 0.00 0.45
C 0.85290 -0.15820 -4.15210 -0.68 0.57 -0.47
H -1.81830 1.78600 -5.01860 -0.11 0.09 0.03
H -0.97240 1.13440 -7.24420 -0.07 -0.01 -0.11
H 0.97500 -0.32690 -7.48460 0.03 -0.01 -0.09
H 2.19960 -1.15830 -5.49490 0.13 -0.12 -0.03
C -4.11740 -4.24950 -1.33940 -0.04 -0.79 -0.17
N -3.80540 -2.95620 -0.80310 -0.39 0.58 0.36
N -2.55030 -2.42470 -0.83490 0.37 0.84 0.36
C -2.56830 -1.20670 -0.19260 -2.61 -1.61 -0.15
O -1.58700 -0.43380 -0.02470 3.24 0.57 0.17
C -3.90200 -1.01290 0.23960 0.74 0.01 -0.11
C -4.62760 -2.12100 -0.14330 0.49 0.09 -0.21
C -6.05390 -2.43820 0.07570 -0.17 -0.07 0.00
C -1.45250 -3.12010 -1.41110 0.36 -0.32 -0.32
C -0.92590 -2.66910 -2.61360 -0.20 -0.10 0.21
C 0.14990 -3.33940 -3.17150 0.07 -0.03 -0.01
C 0.69790 -4.43580 -2.52730 0.05 0.08 0.01
C 0.16260 -4.88300 -1.33010 -0.18 -0.03 0.07
C -0.92780 -4.23940 -0.77460 -0.09 0.05 -0.15
H -3.41930 -4.49520 -2.13930 -0.14 0.04 0.04
H -5.13290 -4.24250 -1.73640 0.14 0.09 0.01
H -4.04860 -5.01600 -0.56210 0.01 0.02 -0.10
H -4.23990 -0.17040 0.80690 -0.11 0.16 0.08
H -6.49140 -1.69760 0.73600 -0.06 0.03 0.04
H -6.16940 -3.42220 0.52640 -0.04 -0.04 0.05
H -6.60660 -2.43050 -0.86390 -0.02 0.00 -0.03
H -1.37480 -1.81870 -3.10670 -0.05 0.10 -0.09
H 0.55780 -3.00250 -4.11090 0.04 0.04 -0.11
H 1.54930 -4.94370 -2.95150 0.07 -0.07 -0.10
H 0.59190 -5.72730 -0.81680 0.07 -0.13 0.03
H -1.34960 -4.59800 0.15140 -0.07 0.05 0.11
F -0.94900 -3.98740 2.44770 0.32 -0.07 0.00
C -0.35620 -2.81350 2.65270 -0.24 0.00 -0.12
F -1.22720 -1.86840 2.28250 -0.02 0.06 0.01
F -0.10530 -2.66850 3.94330 0.20 -0.11 -0.09
S 1.21550 -2.63560 1.63900 0.34 -1.21 2.54
O 1.78350 -3.92800 1.52790 -0.07 -0.33 -0.32
O 1.97020 -1.61340 2.30110 0.03 -0.29 0.13
O 0.67120 -2.16790 0.32700 -0.59 1.62 -1.40
```
Positions in Å, forces in eV/Å.

These are the Löwdin partial charges, in e, on atoms 1 to 6:
1. Re 1.769
2. C 0.039
3. C -0.499
4. O -0.054
5. N 0.110
6. C -0.092

***

The following is a DFT calculation (ωB97M-V/def2-TZVPD) of the molecule C24H21N3O4S2 at a distorted geometry.

Properties
- highest occupied orbital energy (eV) = -7.854
- total charge = 0
- relative energy (zero: lowest compared OMol25 entry of this formula, charge and spin) (kcal per mole) = 5.5
- SMILES string = COc1cccc([C@@H]2CC(c3cccs3)=NN2C(=O)CSc2nc3ccccc3o2)c1OC
- HOMO-LUMO gap (eV) = 8.175
- E_LUMO (eV) = 0.3

```
54
Properties=species:S:1:pos:R:3:forces:R:3
C -6.41692 -0.94163 -0.39205 -0.22 -0.06 0.02
H -6.96723 -0.43836 -1.18600 -0.01 -0.06 0.07
O -5.10501 -0.44224 -0.47013 0.47 0.10 0.13
C -4.16369 -0.93241 0.39639 0.03 0.07 -0.10
C -4.44648 -1.84524 1.40346 -0.15 0.04 -0.13
C -3.45677 -2.27137 2.27171 0.06 0.01 0.07
C -2.16919 -1.79604 2.14205 -0.08 0.06 -0.05
C -1.85639 -0.89720 1.13343 -0.19 0.06 -0.09
C -2.84694 -0.45799 0.25072 0.01 -0.08 0.06
O -2.45786 0.46558 -0.68367 -0.25 -0.03 0.67
C -2.99143 0.40103 -1.98829 -0.06 0.13 -0.47
H -2.28928 0.95514 -2.61236 -0.03 -0.06 -0.02
H -3.05377 -0.63148 -2.34102 -0.01 0.00 0.02
H -3.97947 0.86227 -2.04497 0.15 -0.07 -0.02
C -0.44309 -0.40156 0.97477 -0.06 -0.24 -0.09
N 0.04418 -0.60950 -0.40223 -0.65 -0.25 0.79
C 0.23288 -1.84430 -0.91319 0.10 0.12 -0.40
O -0.08280 -2.84989 -0.31111 0.01 -0.09 0.11
C 0.87908 -1.85804 -2.28851 0.53 -0.08 0.16
H 0.23138 -2.36222 -3.00457 0.01 0.00 0.04
H 1.12782 -0.85006 -2.61124 -0.08 -0.16 -0.10
S 2.39860 -2.86266 -2.24438 -0.16 -0.40 -0.36
C 3.26189 -1.97586 -1.04676 -0.37 0.75 0.22
N 2.86416 -0.88786 -0.47410 -0.21 -0.34 -0.44
C 3.88451 -0.55524 0.38634 0.93 -0.56 0.15
C 4.03495 0.50947 1.26173 -0.05 -0.18 -0.15
C 5.20354 0.55799 1.99698 0.06 0.12 0.13
C 6.19293 -0.41526 1.87099 0.05 0.04 0.05
C 6.06032 -1.48316 0.99937 -0.08 -0.33 -0.30
C 4.89381 -1.53177 0.26491 -0.33 1.07 0.59
O 4.47608 -2.43900 -0.66468 0.14 -0.38 -0.18
H 6.82296 -2.23747 0.89537 0.12 -0.08 0.02
H 7.08866 -0.33413 2.46763 0.08 0.00 0.05
H 5.35821 1.37241 2.68897 0.02 0.06 0.06
H 3.26965 1.26345 1.34907 -0.11 0.13 0.02
N 0.42216 0.52869 -1.00967 0.25 1.23 -0.30
C 0.27372 1.51667 -0.20349 -0.25 -1.30 0.22
C 0.59827 2.85938 -0.55173 0.25 1.06 -0.29
C 1.11688 3.33329 -1.73188 -0.20 -0.33 0.40
C 1.32392 4.72258 -1.72020 0.00 0.27 0.11
C 0.96666 5.29809 -0.53946 -0.11 -0.16 0.26
S 0.36653 4.15225 0.58733 0.19 -0.18 -0.59
H 1.01964 6.33153 -0.25979 0.03 0.22 0.01
H 1.72242 5.27608 -2.55158 0.06 0.12 -0.12
H 1.33611 2.68679 -2.56075 0.05 -0.15 -0.16
C -0.27489 1.11443 1.14583 0.12 0.00 -0.19
H -1.22636 1.61251 1.33454 0.00 0.00 0.05
H 0.41838 1.37318 1.94708 0.00 -0.01 0.04
H 0.20800 -0.97058 1.64604 -0.10 0.07 -0.03
H -1.39272 -2.13485 2.80940 0.13 -0.06 0.05
H -3.70078 -2.97959 3.04811 -0.02 -0.07 0.07
H -5.44787 -2.22543 1.52456 -0.11 -0.01 -0.03
H -6.88123 -0.70768 0.57132 0.02 -0.03 -0.03
H -6.44815 -2.02276 -0.56025 0.00 0.04 0.03
```
Positions in Å, forces in eV/Å.

These are the Löwdin partial charges, in e, on atoms 1 to 6:
1. C -0.081
2. H 0.095
3. O -0.103
4. C -0.187
5. C -0.021
6. C -0.075

***

The following is a DFT calculation (ωB97M-V/def2-TZVPD) of the molecule C4H8FNO at a distorted geometry.

Properties
- highest occupied orbital energy (eV) = -8.548
- total charge = 0
- relative energy (zero: lowest compared OMol25 entry of this formula, charge and spin) (kcal per mole) = 29.7
- SMILES string = CO/C=C(\F)CN
- HOMO-LUMO gap (eV) = 9.509
- E_LUMO (eV) = 1.0

```
15
Properties=species:S:1:pos:R:3:forces:R:3
C -1.67953 -0.85642 -1.98762 0.36 0.15 -0.46
C 0.36758 0.07710 -1.04683 0.44 0.49 0.18
C 0.07574 0.21723 0.25156 -0.01 -0.27 -1.48
C 0.98901 0.88186 1.21019 0.22 -0.41 0.70
H -1.73093 -1.84989 -1.52596 0.18 0.31 0.09
H -2.30804 -0.14166 -1.45696 0.13 -0.05 0.12
H -2.04490 -0.93477 -3.01761 0.12 -0.01 0.25
H 1.36729 0.43801 -1.30943 -0.50 -0.16 -0.27
H 0.51371 1.78412 1.65774 0.28 -0.30 -0.45
H 1.86151 1.16968 0.58303 -0.39 -0.05 0.85
H 0.56488 -0.26479 2.86739 -0.25 -0.14 -0.12
H 2.05456 0.24396 2.89567 0.94 0.63 0.43
N 1.36677 -0.10132 2.27402 -0.71 0.05 -1.01
O -0.31875 -0.37688 -2.12828 -0.39 -0.31 0.56
F -1.07890 -0.28622 0.73308 -0.44 0.07 0.63
```
Positions in Å, forces in eV/Å.

These are the Löwdin partial charges, in e, on atoms 1 to 6:
1. C -0.059
2. C -0.106
3. C -0.304
4. C -0.210
5. H 0.094
6. H 0.087

***

| no. | energy (eV) |
| --- | --- |
| 1 | -27994.1877 |
| 2 | -77200.1338 |
| 3 | -59558.4819 |
| 4 | -10531.2169 |